# C39H40N6PbSSb2

A structure of composition C39H40N6PbSSb2 (ωB97M-V/def2-TZVPD, OMol25).

Last column: Löwdin charge in e.
Cartesian coordinates (Å):
Pb  0.36  -1.71  0.32  0.95
N  -0.07  -4.49  -0.36  -0.01
N  -0.31  -5.31  0.75  -0.05
C  -0.27  -4.87  2.01  -0.79
N  -0.52  -5.74  2.99  0.13
S  0.07  -3.28  2.49  0.62
H  -0.84  -4.55  -1.03  0.07
H  0.78  -4.77  -0.84  0.11
H  -0.50  -6.30  0.59  0.17
H  -0.68  -6.73  2.84  0.13
H  -0.50  -5.40  3.94  0.11
C  -1.03  1.44  -1.76  -0.35
C  -0.75  2.49  -0.70  -0.35
C  -1.17  2.09  0.71  -0.33
Sb  0.27  0.88  1.79  1.45
C  -0.51  0.83  3.79  -0.38
C  -0.34  -0.31  4.57  -0.16
C  -0.69  -0.29  5.91  -0.07
C  -1.19  0.87  6.48  -0.06
C  -1.35  2.01  5.70  -0.06
C  -1.01  1.99  4.36  -0.11
C  1.71  2.43  2.22  -0.37
C  1.61  3.70  1.67  -0.13
C  2.52  4.67  2.03  -0.06
C  3.52  4.39  2.95  -0.06
C  3.61  3.12  3.51  -0.06
C  2.70  2.14  3.14  -0.14
Sb  0.53  0.08  -2.54  1.44
C  1.49  1.47  -3.91  -0.39
C  2.75  1.11  -4.37  -0.14
C  3.46  1.97  -5.19  -0.07
C  2.91  3.19  -5.55  -0.07
C  1.65  3.54  -5.10  -0.07
C  0.93  2.68  -4.28  -0.13
C  2.22  0.37  -1.19  -0.49
C  2.91  -0.75  -0.73  -0.31
C  3.98  -0.61  0.15  -0.07
C  4.38  0.65  0.56  -0.06
C  3.77  1.77  0.02  -0.07
C  2.69  1.63  -0.85  -0.14
H  -1.37  1.93  -2.68  0.04
H  -1.85  0.80  -1.45  0.01
H  -1.33  3.38  -0.96  0.12
H  0.30  2.77  -0.71  0.06
H  -2.12  1.56  0.68  0.05
H  -1.31  2.98  1.33  0.06
H  0.08  -1.21  4.13  0.02
H  -0.55  -1.18  6.51  0.11
H  -1.44  0.89  7.53  0.11
H  -1.73  2.91  6.15  0.11
H  -1.12  2.89  3.77  0.10
H  0.83  3.94  0.97  0.09
H  2.44  5.66  1.60  0.11
H  4.22  5.15  3.23  0.11
H  4.37  2.91  4.24  0.11
H  2.77  1.15  3.58  0.11
H  3.18  0.15  -4.09  0.10
H  4.44  1.68  -5.55  0.11
H  3.46  3.86  -6.19  0.11
H  1.21  4.48  -5.39  0.11
H  -0.05  2.96  -3.95  0.09
H  2.71  -1.72  -1.16  0.06
H  4.52  -1.48  0.48  0.11
H  5.21  0.77  1.24  0.12
H  4.12  2.76  0.27  0.12
H  2.26  2.51  -1.31  0.11
C  -4.17  -1.17  1.46  -0.01
C  -2.80  -1.33  1.49  -0.14
N  -2.07  -1.44  0.38  -0.11
C  -2.70  -1.39  -0.79  -0.13
C  -4.07  -1.23  -0.94  -0.17
C  -4.82  -1.09  0.24  0.03
C  -4.67  -1.09  -2.27  -0.02
C  -4.16  -1.53  -3.42  0.00
C  -3.00  -2.43  -3.55  -0.30
C  -3.14  -3.78  -3.18  0.01
C  -2.01  -4.57  -3.27  -0.14
N  -0.85  -4.09  -3.70  0.09
C  -0.84  -2.84  -4.10  -0.25
N  -1.84  -1.98  -4.03  0.12
H  -4.72  -1.08  2.39  0.12
H  -2.26  -1.37  2.43  0.09
H  -2.06  -1.45  -1.66  0.07
H  -5.89  -0.93  0.20  0.13
H  -5.61  -0.55  -2.29  0.12
H  -4.65  -1.29  -4.35  0.13
H  -4.09  -4.16  -2.84  0.12
H  -2.03  -5.62  -3.02  0.12
H  0.09  -2.47  -4.53  0.10

The HOMO-LUMO gap comes out at 7.185 eV. The charge is +2. For the relative energy (zero: lowest compared OMol25 entry of this formula, charge and spin), the calculation gives 1.3300 eV.